1.
Molecular formula: C3H6N
Method: DFT, ωB97M-V/def2-TZVPD

## Properties
HOMO energy (alpha / beta)	-15.69 / -15.69	eV
molar mass	56.09	g mol⁻¹
frontier orbital gap (alpha / beta)	9.65 / 9.65	eV
total charge	+1
LUMO energy (alpha / beta)	-6.0 / -6.0	eV

Geometry as XYZ:
```
10
Properties=species:S:1:pos:R:3:lowdin_charge:R:1
C -1.1594 0.0827 -0.1056 -0.028
N 0.1787 -0.1319 0.4745 -0.176
C 1.2277 0.7308 -0.0960 0.197
C 1.3524 -0.7959 -0.1225 0.188
H -1.4165 0.1949 -1.2215 0.135
H -1.6659 -0.8829 0.0997 0.102
H -1.7857 0.9765 0.3985 0.159
H 0.1629 -0.3010 1.4292 0.141
H 1.5906 1.7705 -0.0356 0.142
H 1.5154 -1.6438 -0.8207 0.139
```


2.
Molecular formula: C3H6N
Method: DFT, ωB97M-V/def2-TZVPD

## Properties
HOMO energy (alpha / beta)	-21.96 / -24.66	eV
molar mass	56.09	g mol⁻¹
spin multiplicity	2
frontier orbital gap (alpha / beta)	6.72 / 9.98	eV
total charge	+2
LUMO energy (alpha / beta)	-15.2 / -14.7	eV

Geometry as XYZ:
```
10
Properties=species:S:1:pos:R:3:lowdin_charge:R:1
C 0.5956 0.1180 0.0950 -0.009
C 1.4150 1.2307 0.3664 0.423
C -1.1827 -1.4230 -0.1869 0.415
N -0.6804 -0.0060 -0.2571 0.166
H 1.1237 -0.8528 0.1155 0.179
H 1.0057 2.2385 0.3741 0.140
H 2.4630 1.1681 0.6567 0.151
H -1.6987 -1.5974 0.7535 0.164
H -1.7529 -1.5289 -1.1220 0.147
H -1.1933 0.7395 -0.7565 0.224
```


3.
Molecular formula: C3H6N2
Method: DFT, ωB97M-V/def2-TZVPD

## Properties
HOMO energy	-8.70	eV
molar mass	70.09	g mol⁻¹
frontier orbital gap	9.49	eV
LUMO energy	0.8	eV

Geometry as XYZ:
```
11
Properties=species:S:1:pos:R:3:lowdin_charge:R:1
C -2.0211 0.6576 0.2914 -0.014
N -0.6971 0.5491 0.6615 -0.099
N 0.2890 0.6101 -0.0993 -0.182
C 1.5357 0.0201 0.2165 -0.154
C 0.6644 -0.6341 -0.7850 -0.131
H -2.3367 0.3157 -0.7085 0.045
H -2.7508 1.0628 1.2122 0.110
H 1.3390 -0.5070 1.1527 0.101
H 2.4368 0.5664 0.2127 0.096
H 1.2130 -0.8136 -1.6514 0.052
H 0.3277 -1.8272 -0.5029 0.175
```


4.
Molecular formula: C3H6N2
Method: DFT, ωB97M-V/def2-TZVPD

## Properties
HOMO energy	-9.40	eV
molar mass	70.09	g mol⁻¹
frontier orbital gap	9.92	eV
LUMO energy	0.5	eV

Geometry as XYZ:
```
11
Properties=species:S:1:pos:R:3:lowdin_charge:R:1
C 2.1393 -0.1924 -0.1340 -0.005
N 0.8979 0.4020 -0.1372 -0.076
N 0.0249 -0.5107 -0.6636 -0.072
C -1.1764 -0.3479 -0.1985 -0.209
C -1.6822 0.5745 0.8638 -0.094
H 2.9160 0.4494 0.2465 0.033
H 2.4409 -1.2358 -0.5629 0.095
H -1.9311 -1.0911 -0.5673 0.111
H -0.8903 1.0901 1.4479 0.072
H -2.4061 0.0139 1.4857 0.078
H -2.2729 1.3285 0.3675 0.066
```


5.
Molecular formula: C3H6N2
Method: DFT, ωB97M-V/def2-TZVPD

## Properties
HOMO energy	-10.27	eV
molar mass	70.09	g mol⁻¹
frontier orbital gap	10.91	eV
LUMO energy	0.6	eV

Geometry as XYZ:
```
11
Properties=species:S:1:pos:R:3:lowdin_charge:R:1
C 1.9346 0.5997 -0.6707 0.033
C 0.6182 0.4154 -0.7473 -0.193
C -0.3148 1.3541 -0.1826 -0.261
N -1.0785 2.0885 0.2869 0.141
H 2.3608 1.4745 -0.1893 0.071
H 2.6192 -0.1330 -1.0859 0.064
H 0.1709 -0.4708 -1.1836 0.087
N -1.4534 -1.3092 0.6827 0.018
H -0.7995 -1.6135 1.3998 0.022
H -2.2175 -1.9803 0.6840 0.016
H -1.8400 -0.4255 1.0058 0.002
```


6.
Molecular formula: C3H6N2
Method: DFT, ωB97M-V/def2-TZVPD

## Properties
HOMO energy	-8.49	eV
molar mass	70.09	g mol⁻¹
frontier orbital gap	9.59	eV
LUMO energy	1.1	eV

Geometry as XYZ:
```
11
Properties=species:S:1:pos:R:3:lowdin_charge:R:1
C 0.5294 -0.3530 -2.1684 -0.007
C 0.8325 -0.1741 -0.8761 -0.177
C -0.1766 0.1104 0.1479 -0.212
N 0.1894 0.1945 1.3708 -0.062
N -0.7283 0.5604 2.3278 -0.010
H 1.2956 -0.5323 -2.8997 0.042
H -0.4937 -0.3480 -2.5533 0.057
H 1.8741 -0.2175 -0.5291 0.104
H -1.2177 0.2261 -0.1742 0.115
H -1.6790 0.3064 2.1154 0.071
H -0.4257 0.2270 3.2388 0.080
```


| no. | maximum force (eV Å⁻¹) | energy (eV) |
| --- | --- | --- |
| 1 | 9.15 | -4685.6844 |
| 2 | 6.46 | -4671.8025 |
| 3 | 10.29 | -6182.7906 |
| 4 | 6.60 | -6186.0260 |
| 5 | 1.14 | -6187.4913 |
| 6 | 0.60 | -6186.7191 |